1.
Entry from the Open Molecules 2025 dataset: C3H4N2O in the gas phase (ωB97M-V/def2-TZVPD).

Geometry (Å):
O1 0.32822 -0.39268 1.40743
N1 -1.86156 0.27778 0.78256
N2 1.49359 -0.69388 0.66905
C1 -0.63526 0.10877 0.55845
C2 -0.00748 0.30984 -0.78514
C3 1.30709 -0.35509 -0.54734
H1 2.11837 -0.50505 -1.25250
H2 -0.70198 -0.13146 -1.50057
H3 -2.16261 0.01647 1.71590
H4 0.12161 1.36529 -1.04784

energy relative to the best compared isomer or geometry (same formula, charge and spin): 53.0 kcal per mole
net charge: 0
SMILES string: [H]/N=C1/CC=NO1



2.
Entry from the Open Molecules 2025 dataset: H4N5O12V2 as an isolated structure in a non-equilibrium geometry (ωB97M-V/def2-TZVPD).

Geometry (Å):
V1 1.11071 2.58028 1.95339
V2 -1.78543 -1.55608 1.73714
O1 2.84441 2.95078 0.55782
O2 4.71229 3.82297 1.27721
O3 -2.03727 -2.97472 -1.65746
O4 0.98083 1.13135 0.31586
O5 -2.16669 0.26354 2.37698
O6 3.01868 3.43246 2.60311
O7 -0.17469 -0.66411 0.77647
O8 -2.56483 -1.44793 -0.19413
O9 0.47524 -0.22653 -1.23330
O10 -0.85179 1.97615 2.20904
O11 -1.67718 -3.27899 0.47251
O12 -2.83925 2.18854 3.02671
N1 -2.10250 -2.61454 -0.55899
N2 -1.98819 1.53445 2.58161
N3 3.64987 3.44218 1.46371
N4 0.18012 -2.12728 -3.52690
N5 0.44396 0.07758 -0.07383
H1 0.75298 -2.97511 -3.63404
H2 0.66807 -1.47738 -2.89116
H3 0.08764 -1.70398 -4.45980
H4 -0.73698 -2.35364 -3.12194

net charge: +3
spin multiplicity: 5
E: -3065.4198 a.u.
expectation value of S²: 6.366



3.
Entry from the Open Molecules 2025 dataset: a 2-piece molecular cluster, C11H18O overall in a non-equilibrium geometry (ωB97M-V/def2-TZVPD).

Geometry (Å):
O1 1.27465 -1.90777 2.69570
C1 -3.36682 -0.15721 -2.73590
C2 2.69046 1.77684 -1.37337
C3 2.34836 -0.57160 -0.54144
C4 -3.18555 0.09981 -1.22115
C5 2.29771 1.13577 1.17986
C6 1.84328 -1.49723 0.41877
C7 -3.27517 1.63088 -0.81793
C8 -4.12428 -0.80089 -0.37414
C9 2.52105 0.83088 -0.15974
C10 1.99994 0.17936 2.20595
C11 1.61258 -1.02163 1.68835
H1 3.81610 1.66494 -1.78092
H2 2.12290 2.17717 1.44444
H3 1.73574 -2.55405 0.13401
H4 -2.20503 -0.18970 -0.86100
H5 2.00308 0.52777 3.15673
H6 -4.04423 1.69815 0.11654
H7 1.93567 1.58661 -2.15028
H8 -3.71217 2.18872 -1.65677
H9 -3.30817 -1.27022 -2.95866
H10 -3.52070 -1.52151 0.05096
H11 2.57680 2.84131 -1.13432
H12 -2.71275 0.34974 -3.39216
H13 -4.46446 0.02554 -2.92497
H14 0.47042 -1.51928 3.26929
H15 2.61485 -0.72510 -1.52883
H16 -2.25047 2.07028 -0.60157
H17 -4.53202 -0.44955 0.57701
H18 -4.89211 -1.26861 -0.94049

energy relative to the best compared isomer or geometry (same formula, charge and spin): 63.2 kcal per mole
net charge: 0
SMILES string: Cc1ccc(O)cc1.CC(C)C



4.
Entry from the Open Molecules 2025 dataset: a 2-piece molecular cluster, C5H15NS overall (ωB97M-V/def2-TZVPD).

Geometry (Å):
S1 1.11920 1.24372 0.86841
N1 -0.96513 -1.03836 0.87959
C1 -0.01478 -2.71299 -0.67764
C2 0.25875 -3.03401 -2.14109
C3 -0.92017 -1.51302 -0.51546
C4 -0.27238 2.39912 0.79055
C5 0.07425 3.61345 -0.05803
H1 -1.12741 1.89818 0.32941
H2 0.47009 0.04401 0.99925
H3 -0.48011 -3.57180 -0.18222
H4 -1.93455 -1.70741 -0.87777
H5 0.78722 -2.20426 -2.61283
H6 0.80828 4.23800 0.45583
H7 0.92044 -2.52743 -0.14220
H8 -0.53841 -0.67450 -1.10923
H9 -0.85536 -1.80108 1.54004
H10 -0.66416 -3.19533 -2.69503
H11 0.49817 3.36235 -1.02695
H12 -0.59474 2.67803 1.79278
H13 -0.81622 4.24115 -0.13387
H14 0.91378 -3.90262 -2.21379
H15 -1.86449 -0.62172 1.09291

energy relative to the best compared isomer or geometry (same formula, charge and spin): 5.4 kcal per mole
net charge: 0
SMILES string: CCCN.CCS



5.
Entry from the Open Molecules 2025 dataset: a 3-piece molecular cluster, CH5O4 overall in a non-equilibrium geometry (ωB97M-V/def2-TZVPD).

Geometry (Å):
O1 -0.52399 0.05389 4.20427
O2 0.33686 -0.15183 -0.81313
O3 -2.71087 0.21120 -0.68898
O4 2.00966 -0.32634 -2.33582
C1 1.48494 0.02735 -1.27967
H1 -1.88421 -0.04782 -0.30019
H2 -0.09326 -0.10164 3.34187
H3 -2.41533 0.52744 -1.55533
H4 0.08374 0.60297 4.67032
H5 2.14146 0.56545 -0.51404

energy relative to the best compared isomer or geometry (same formula, charge and spin): 19.1 kcal per mole
net charge: -1



6.
Entry from the Open Molecules 2025 dataset: a 3-piece molecular cluster, C3H11O2S overall in a non-equilibrium geometry (ωB97M-V/def2-TZVPD).

Geometry (Å):
S1 1.64707 -0.23780 -1.64134
O1 -3.13991 -2.70040 1.49584
O2 0.55055 -2.59305 -0.16908
C1 1.76913 0.84100 -0.12494
C2 -0.73860 1.50391 -0.19954
C3 0.75316 1.99993 -0.21519
H1 -2.37899 -3.00369 0.99028
H2 0.82316 2.59397 -1.11798
H3 -1.35846 2.39324 -0.36229
H4 0.76956 -3.27501 -0.80862
H5 -1.05700 0.91194 0.66863
H6 0.80984 -1.69990 -0.66316
H7 0.87699 2.61532 0.67212
H8 -0.89804 0.93428 -1.12095
H9 2.78192 1.26683 -0.01209
H10 1.62669 0.29620 0.80158
H11 -2.83706 -1.84677 1.80674

energy relative to the best compared isomer or geometry (same formula, charge and spin): 12.0 kcal per mole
net charge: -1